C28H59NO6Si2 as an isolated structure at a distorted geometry, computed with ωB97M-V/def2-TZVPD.

```
96
Properties=species:S:1:pos:R:3:forces:R:3
C 0.0639 -1.9558 5.2368 -1.05 0.67 0.70
C 0.4715 -2.1958 4.1381 0.48 -0.43 -0.96
Si 1.0612 -2.5461 2.4368 0.24 0.75 0.37
C 2.5424 -1.4487 2.0695 -0.26 -0.18 -0.27
C 2.1057 -0.1936 1.2966 0.05 0.22 0.42
C 3.1737 0.9166 1.2646 0.05 -0.66 -0.25
C 4.0407 0.8867 -0.0130 -0.11 0.22 0.28
C 3.8752 2.0796 -0.9618 0.08 -0.22 0.02
C 3.8980 3.4509 -0.3007 0.07 0.23 -0.56
C 3.8734 4.5906 -1.3307 -0.22 -0.10 0.19
C 2.4875 4.7564 -1.9586 -0.18 0.13 0.23
C 1.5440 5.6336 -1.1233 0.18 -0.55 -0.40
O -0.1703 -2.1184 1.4078 0.41 -1.09 -0.24
Si -0.5818 -3.0755 0.0934 -0.87 0.72 -0.01
C -2.4066 -3.5951 0.2038 0.87 -0.52 0.38
N -2.5796 -5.0106 0.6189 -0.07 0.47 -0.20
C -2.1349 -5.2398 1.9927 -0.07 -0.29 0.04
H -0.4911 -1.5957 6.0805 0.48 -0.25 0.22
H 1.3810 -3.9824 2.3534 -0.08 -0.08 -0.09
H 3.0112 -1.1427 3.0035 0.02 -0.09 0.18
H 3.2880 -2.0160 1.5093 0.13 0.02 -0.07
H 1.8127 -0.4780 0.2873 -0.10 0.08 -0.14
H 1.2111 0.2073 1.7751 -0.13 -0.01 -0.02
H 3.8281 0.7583 2.1205 -0.01 0.18 0.18
H 2.6821 1.8716 1.4113 0.04 0.20 -0.09
H 5.0902 0.8031 0.2678 0.11 0.04 0.01
H 3.7888 -0.0266 -0.5519 0.15 -0.10 -0.15
H 2.9722 1.9354 -1.5551 -0.18 0.13 0.01
H 4.7037 2.0578 -1.6740 0.02 -0.08 -0.13
H 4.8109 3.5310 0.2905 -0.03 0.01 0.26
H 3.0327 3.5980 0.3424 0.04 -0.09 0.28
H 4.6402 4.4191 -2.0865 0.06 -0.03 -0.09
H 4.1216 5.5208 -0.8174 0.15 0.11 -0.06
H 2.0186 3.7754 -2.0419 -0.03 -0.11 -0.21
H 2.5322 5.1613 -2.9687 0.19 0.06 -0.08
H 1.2646 5.1034 -0.2140 -0.02 0.14 0.21
H 2.0137 6.5798 -0.8664 -0.04 0.14 0.04
H 0.6430 5.7937 -1.7091 -0.12 0.23 0.21
H 0.2635 -4.2892 0.0476 0.12 -0.01 -0.01
H -0.3844 -2.2507 -1.1234 0.18 -0.05 -0.01
H -2.8881 -3.4152 -0.7538 -0.25 0.00 -0.04
H -2.8754 -2.9803 0.9684 -0.30 0.24 -0.18
H -2.0303 -5.5833 -0.0065 -0.07 -0.19 0.00
H -2.0847 -4.3056 2.5494 0.02 0.12 0.01
H -1.1573 -5.7236 2.0519 0.16 0.09 0.02
H -2.8382 -5.8832 2.5208 -0.07 -0.06 0.02
C 2.0788 -0.8855 9.6731 -0.05 0.12 -0.13
C 0.7973 -1.4653 9.1276 0.05 -0.05 0.07
O 0.1991 -0.9344 8.2219 -0.08 0.05 -0.04
C 0.3008 -2.7404 9.7645 -0.12 0.04 -0.14
H 2.3265 0.0241 9.1320 0.00 0.00 -0.01
H 1.9632 -0.6549 10.7332 0.05 -0.09 0.03
H 2.8912 -1.6048 9.5597 0.00 -0.03 0.10
H 0.1178 -2.5801 10.8280 0.09 -0.05 0.03
H 1.0479 -3.5277 9.6545 0.04 0.01 0.10
H -0.6230 -3.0533 9.2844 0.00 0.00 0.00
C -1.1885 2.9904 -2.4858 0.07 0.16 0.15
C -1.2059 4.1074 -3.4977 0.04 -0.10 0.09
O -1.0075 5.2557 -3.1736 -0.08 0.08 -0.15
C -1.4658 3.7183 -4.9319 0.04 0.22 -0.05
H -0.9960 3.3995 -1.4958 -0.01 0.03 -0.01
H -2.1499 2.4745 -2.4806 0.04 -0.11 -0.06
H -0.4085 2.2731 -2.7455 -0.11 -0.10 -0.08
H -2.4421 3.2384 -5.0162 0.04 -0.10 0.00
H -0.7037 3.0118 -5.2639 -0.07 -0.11 0.04
H -1.4446 4.6055 -5.5610 -0.01 0.01 0.01
C -5.2974 -0.1799 3.7821 -0.10 -0.06 -0.15
C -4.2645 -0.7354 2.8300 0.05 0.04 0.07
O -4.5831 -1.2374 1.7773 -0.02 -0.03 -0.06
C -2.8212 -0.6351 3.2562 -0.06 -0.09 -0.21
H -6.2911 -0.3134 3.3615 0.00 0.00 -0.01
H -5.2385 -0.6985 4.7402 0.06 0.08 0.05
H -5.1164 0.8827 3.9503 0.05 -0.01 0.10
H -2.6698 -1.1729 4.1930 0.02 0.10 0.07
H -2.5473 0.4113 3.4016 0.00 -0.01 0.14
H -2.1778 -1.0673 2.4940 0.04 0.00 0.01
C 2.2198 1.0343 -5.7920 -0.10 0.12 0.14
C 1.0372 0.2275 -5.3118 0.06 -0.06 -0.06
O 0.2742 0.6637 -4.4791 -0.05 0.07 0.04
C 0.8471 -1.1383 -5.9160 -0.11 0.02 0.18
H 2.2421 1.9943 -5.2805 0.00 0.00 0.01
H 3.1461 0.4963 -5.5859 0.02 -0.04 -0.10
H 2.1460 1.1999 -6.8678 0.07 -0.08 -0.03
H 1.7213 -1.7614 -5.7182 0.06 0.04 -0.11
H 0.7100 -1.0564 -6.9949 0.08 -0.04 -0.03
H -0.0335 -1.6083 -5.4892 -0.02 -0.01 -0.04
C -3.4404 -1.9732 -5.0057 0.15 -0.07 -0.04
C -3.1641 -1.7188 -6.4677 -0.05 0.04 0.07
O -2.1310 -2.0690 -6.9874 0.05 -0.02 -0.05
C -4.2386 -1.0004 -7.2478 0.13 -0.03 -0.13
H -2.5960 -2.4921 -4.5588 0.01 0.00 0.00
H -3.5961 -1.0274 -4.4848 -0.09 -0.01 0.01
H -4.3377 -2.5840 -4.8953 -0.06 0.08 0.03
H -4.4257 -0.0193 -6.8088 -0.09 -0.03 0.05
H -5.1656 -1.5749 -7.2231 -0.05 0.06 0.07
H -3.9194 -0.8776 -8.2798 0.01 0.00 0.00
```
Positions in Å, forces in eV/Å.

The value obtained for the HOMO-LUMO gap is 8.740 eV. Its total charge is 0. The HOMO energy is -8.17 eV. The total energy is -59523.622 eV.

A 2-piece molecular cluster, C8H11N overall at a distorted geometry, computed with ωB97M-V/def2-TZVPD.

```
20
Properties=species:S:1:pos:R:3:forces:R:3
C -1.3007 -3.5554 3.0509 0.90 0.91 -0.81
C -1.0575 -1.6041 1.6396 0.04 0.60 0.64
C -0.8565 0.1954 0.5971 0.11 -5.19 1.40
C -0.6773 -2.9390 1.9075 -2.00 2.83 -1.36
C -0.3291 1.1577 -1.6928 1.86 -1.10 -0.62
C 1.3720 -0.3441 -0.6551 1.89 2.41 2.02
C 0.0964 1.1889 1.0142 0.79 1.59 -1.12
C 0.2020 0.4746 -0.3821 -2.78 1.43 -0.04
N -1.6511 -4.0175 4.0325 -0.67 -0.66 1.05
H -1.7911 -1.2091 2.3987 1.01 -0.43 -0.60
H -0.2809 -3.7018 1.2491 0.79 0.64 -0.26
H -1.3769 1.4675 -1.7239 0.19 -0.29 0.18
H 0.3021 2.0279 -1.8791 -0.14 0.25 -0.07
H -0.0487 0.4412 -2.5729 -1.02 1.20 1.47
H 2.1593 0.4142 -0.8695 0.16 -0.74 0.43
H 1.2565 -0.7931 -1.5408 -0.52 -2.32 -3.21
H 1.6563 -1.0268 0.1152 0.25 -0.32 0.56
H -0.2538 2.2247 0.9591 -0.03 -0.29 0.31
H 0.9415 1.0780 1.6778 -0.14 -0.50 0.09
H -1.8703 0.4464 0.4111 -0.70 -0.01 -0.06
```
Positions in Å, forces in eV/Å.

The value obtained for the HOMO-LUMO gap is 10.218 eV. Its total charge is 0. The HOMO energy is -9.71 eV. The calculation puts the energy above the lowest of the compared OMol25 structures with the same formula, charge and spin at 390.71 kJ/mol. The total energy is -9959.075 eV.

C22H25B3F4IrN6O9S as an isolated structure at a distorted geometry, computed with ωB97M-V/def2-TZVPD.

```
71
Properties=species:S:1:pos:R:3:forces:R:3
Ir 1.1540 -0.0819 0.0477 -0.49 -0.75 -1.06
C 0.5916 -2.2343 3.6546 -0.09 -0.08 0.02
C 1.0705 -1.4513 2.4946 -0.34 -0.03 0.10
N 0.2814 -0.9587 1.5784 0.05 0.02 -0.15
O -1.0045 -1.2771 1.5414 -0.19 -0.24 0.11
B -1.9396 -0.4024 0.7129 -0.03 0.03 -0.02
F -3.0865 -1.0982 0.6188 0.02 0.00 0.03
F -2.0435 0.8538 1.3047 0.05 0.03 0.00
O -1.3809 -0.0349 -0.6624 -0.42 0.07 -0.27
N -0.4550 -0.8318 -1.3394 1.09 0.60 0.74
C -0.0250 -0.2371 -2.6038 0.02 0.23 -0.24
C -1.0689 0.0616 -3.6240 -0.03 -0.12 0.03
C 1.3450 -0.0968 -2.8044 -0.10 -0.18 -0.30
N 2.1114 -0.2465 -1.7205 -0.14 0.26 0.37
O 3.4243 -0.1818 -1.8218 0.09 0.08 -0.19
B 4.1062 0.3735 -0.5854 -0.29 0.23 0.15
F 3.3915 1.5313 -0.1992 0.04 -0.15 -0.02
F 5.4002 0.5504 -0.8266 0.06 -0.13 -0.03
O 3.9469 -0.6295 0.5629 0.29 -0.02 0.07
N 2.7266 -0.7381 1.0354 -0.26 0.04 0.21
C 2.4973 -1.2454 2.2140 0.52 0.01 -0.25
C 3.5905 -1.6663 3.1252 -0.04 -0.03 0.00
C 1.9826 0.1707 -4.1249 0.15 -0.11 0.12
H -0.4940 -2.2458 3.6915 0.02 -0.01 -0.01
H 0.9890 -1.8339 4.5892 0.06 0.04 -0.04
H 0.9555 -3.2628 3.5772 -0.02 0.00 -0.01
H -2.0504 0.1049 -3.1552 0.00 0.02 -0.01
H -1.0986 -0.7146 -4.3970 -0.01 0.01 0.02
H -0.8636 1.0069 -4.1268 -0.01 0.01 0.02
H 4.5483 -1.3715 2.7086 0.03 -0.02 0.04
H 3.5784 -2.7508 3.2568 0.00 0.00 -0.02
H 3.4669 -1.2183 4.1125 -0.04 0.01 -0.01
H 1.2823 0.5661 -4.8536 -0.05 -0.01 0.03
H 2.3927 -0.7685 -4.5058 -0.02 0.03 -0.05
H 2.8280 0.8452 -3.9965 -0.03 0.05 -0.05
O -3.7324 5.3345 5.4443 -0.17 0.21 0.17
C -2.6423 4.6388 5.7461 0.16 -0.20 -0.06
O -2.2756 4.4683 6.8694 -0.05 0.02 -0.02
C -1.8190 4.0603 4.6157 -0.03 0.13 -0.02
C -1.6891 4.6854 3.3707 0.09 -0.06 -0.14
C -0.8278 4.1715 2.4302 -0.23 0.20 -0.15
C -0.0734 3.0132 2.7305 0.47 -0.07 -0.46
S 1.1215 2.4797 1.6442 -0.38 0.45 0.80
C -0.2373 2.3638 3.9758 0.06 -0.09 0.32
C -1.0864 2.8992 4.9062 0.06 -0.18 -0.05
H -3.9715 5.3355 4.5116 0.05 -0.10 -0.10
H -2.2283 5.5953 3.1400 -0.01 0.01 0.05
H -0.7063 4.6624 1.4732 0.02 0.00 0.02
H 0.3312 1.4710 4.2012 0.00 0.01 0.00
H -1.1995 2.4481 5.8828 0.00 0.01 0.00
O -2.0662 -2.6490 -2.0826 -0.27 0.66 0.37
B -0.8190 -2.2251 -1.7490 -0.07 -0.98 -0.32
O 0.1681 -3.0960 -2.1344 0.37 0.44 0.43
C -0.5021 -4.1207 -2.7806 -0.80 -0.19 -0.20
C 0.0064 -5.2349 -3.4109 0.16 0.20 0.15
C -0.9189 -6.0550 -4.0434 -0.18 -0.03 -0.01
C -2.2845 -5.7671 -4.0313 0.16 -0.14 -0.04
C -2.7923 -4.6523 -3.3780 -0.07 0.23 0.23
C -1.8691 -3.8431 -2.7535 0.67 -0.48 -0.27
H 1.0665 -5.4475 -3.4156 -0.01 -0.01 -0.03
H -0.5729 -6.9390 -4.5603 0.01 0.00 0.00
H -2.9629 -6.4324 -4.5467 -0.02 0.01 0.02
H -3.8487 -4.4243 -3.3499 0.00 -0.02 -0.04
N -1.5300 2.8879 -1.3149 0.04 0.03 0.05
C -0.2097 2.8036 -1.5172 -0.06 -0.17 0.03
N 0.3675 3.5613 -2.4628 -0.02 -0.03 0.04
O 0.4963 2.0221 -0.8194 0.18 0.28 -0.03
H -2.1280 3.4549 -1.8919 -0.01 -0.01 0.02
H -1.9442 2.2207 -0.6784 0.01 -0.01 -0.06
H -0.1433 4.2470 -2.9935 0.01 0.01 0.01
H 1.3730 3.5759 -2.5066 0.01 -0.02 -0.01
```
Positions in Å, forces in eV/Å.

The multiplicity is 6. As for the expectation value of S²: 8.835. The value obtained for the HOMO-LUMO gap (alpha / beta) is 6.765 / 3.444 eV. Its total charge is +2. The HOMO energy (alpha / beta) is -13.38 / -13.39 eV. The calculation puts the energy above the lowest of the compared OMol25 structures with the same formula, charge and spin at 130.92 kJ/mol. The total energy is -77150.524 eV.

Q: Look up the total charge of the second one.
A: 0